Record 1
An isolated molecule of C21H26N2O4S, computed with wB97M-V/def2-TZVPD.

XYZ file:
```
54
Properties=species:S:1:pos:R:3:forces:R:3
C -0.77815 -4.94850 0.34633 0.06 -0.20 0.18
H -0.29140 -4.61257 1.26811 -0.04 -0.01 -0.03
O -0.94542 -3.89386 -0.56814 -0.15 0.36 -0.18
C -1.79623 -2.87257 -0.24527 -0.10 0.15 -0.12
C -2.40330 -2.72752 0.99705 0.18 -0.25 0.08
C -3.24320 -1.65363 1.24232 -0.05 0.08 -0.01
C -3.48983 -0.71679 0.25590 -0.09 0.04 0.06
C -2.88690 -0.85941 -0.98239 0.02 -0.11 0.07
C -2.04478 -1.92649 -1.25009 0.12 -0.28 0.02
C -1.36040 -2.01352 -2.59138 -0.13 -0.06 -0.17
N -0.35050 -0.97760 -2.69943 -0.16 -0.29 -0.04
C -0.61892 0.16954 -3.36371 0.40 0.23 -0.19
O -1.59436 0.32173 -4.07458 -0.41 0.16 -0.17
C 0.41080 1.24454 -3.09301 -0.16 0.12 0.01
H 0.10438 2.16255 -3.59431 -0.01 -0.13 -0.04
H 1.38240 0.94045 -3.48472 0.04 -0.01 -0.03
C 0.50088 1.46595 -1.57976 0.04 0.10 -0.02
H -0.43570 1.90521 -1.23132 0.05 0.05 0.04
H 1.30026 2.18074 -1.37305 -0.11 0.03 0.02
C 0.76042 0.14131 -0.82311 0.26 -0.20 -0.07
C 2.11452 0.24984 -0.13506 -0.51 -0.12 -0.03
O 3.14751 0.09092 -0.76155 0.26 -0.05 -0.33
N 2.12866 0.59820 1.17495 0.25 0.05 0.33
C 0.95768 0.69635 2.02866 -0.26 -0.02 0.12
C 0.09145 1.87224 1.70921 0.02 0.30 0.01
C -1.25277 1.89713 1.50300 0.29 -0.13 0.15
C -1.74467 3.19124 1.21519 -0.03 0.24 -0.04
C -0.76579 4.12857 1.20343 0.29 0.02 0.05
S 0.77789 3.45629 1.55230 -0.45 -0.30 -0.04
H -0.84779 5.17943 1.01041 -0.08 0.22 -0.06
H -2.77980 3.40586 1.02019 -0.18 0.09 -0.05
H -1.87511 1.02043 1.54849 -0.04 -0.22 -0.01
H 1.32999 0.77075 3.05410 -0.13 -0.12 -0.18
H 0.35652 -0.21743 1.96539 0.03 0.11 0.09
C 3.40834 0.90316 1.78409 0.33 -0.39 0.15
H 3.31731 1.82441 2.36508 0.06 0.01 0.01
H 4.12200 1.04754 0.97081 -0.07 0.04 0.17
C 3.92248 -0.21427 2.69288 0.30 0.17 -0.42
O 3.19911 -0.20186 3.90920 -0.18 -0.03 0.32
H 3.56824 -0.86293 4.50294 -0.03 0.04 -0.05
H 3.80629 -1.17927 2.18221 0.06 0.12 -0.02
H 4.98991 -0.04428 2.88468 -0.07 -0.02 -0.05
H -0.04461 -0.03436 -0.11119 0.03 0.00 -0.03
C 0.78783 -1.03018 -1.81750 0.49 0.15 0.28
H 0.76885 -1.97999 -1.28158 0.02 0.00 -0.06
H 1.72165 -0.98133 -2.38857 -0.11 -0.09 0.14
H -0.89620 -2.99252 -2.72349 -0.08 0.12 -0.06
H -2.07841 -1.83031 -3.39472 0.11 -0.12 0.11
H -3.06737 -0.13677 -1.76409 -0.02 0.10 -0.14
H -4.15185 0.11463 0.44532 -0.07 0.08 0.02
H -3.70516 -1.55704 2.21413 -0.04 0.00 0.07
H -2.22783 -3.44485 1.78343 0.04 -0.08 0.05
H -0.13506 -5.67102 -0.15414 -0.04 0.02 0.09
H -1.73338 -5.42341 0.59090 0.03 0.03 0.00
```
Positions in Å, forces in eV/Å.

Output
* Kohn-Sham gap: 0.3346 Eh
* charge: 0
* spin multiplicity: 1
* SMILES: COc1ccccc1CN1C[C@@H](C(=O)N(CCO)Cc2cccs2)CCC1=O
* ΔE to the lowest compared entry with this formula, charge and spin: 21.3 kJ/mol
* HOMO level: -8.66 eV
* maximum force: 0.6 eV Å⁻¹

Results of the Mulliken charge analysis, in e, for atoms 1 through 8: C -1.004; H 0.354; O -0.387; C 1.082; C -0.772; C -0.455; C -1.187; C 0.045

***

Record 2
An isolated molecule of C21H26N2O5, computed with wB97M-V/def2-TZVPD.

XYZ file:
```
54
Properties=species:S:1:pos:R:3:forces:R:3
C -0.95313 -3.00555 -2.87150 0.13 0.15 -0.35
H -1.48030 -2.41054 -3.61921 0.06 -0.09 0.04
H -1.01960 -4.06513 -3.10252 0.01 0.05 0.04
H 0.09082 -2.68906 -2.83088 -0.05 -0.02 -0.01
O -1.55546 -2.83705 -1.59258 -0.14 -0.28 0.14
C -1.78647 -1.59075 -1.19983 -0.22 -0.20 0.16
O -1.56031 -0.62200 -1.88163 0.07 0.12 -0.08
C -2.32660 -1.57806 0.22981 0.31 0.22 0.12
N -3.55900 -0.82959 0.36531 -0.23 -0.37 -0.02
C -3.70599 0.54969 0.46824 0.10 -0.23 -0.10
O -4.64551 1.00792 1.08986 -0.36 0.24 0.28
N -2.78187 1.29189 -0.17585 0.22 0.17 -0.20
H -2.14180 0.84279 -0.81667 -0.09 -0.11 -0.03
C -2.82281 2.73316 -0.16980 -0.02 0.19 0.37
H -2.76090 3.09718 -1.19891 -0.05 0.00 0.05
H -3.78275 3.03092 0.25939 0.10 0.02 -0.17
C -1.67871 3.32594 0.67073 -0.20 -0.04 -0.24
C -0.33122 2.81685 0.23620 0.03 0.11 -0.09
C 0.13638 3.03885 -1.04561 -0.15 -0.02 0.21
C 1.36935 2.54581 -1.44885 0.27 -0.15 -0.04
C 2.16167 1.82402 -0.57420 0.10 -0.07 0.14
C 1.70220 1.59939 0.74203 0.29 -0.07 -0.03
C 0.46656 2.09412 1.12210 0.20 -0.06 0.06
H 0.10802 1.93209 2.12717 -0.02 -0.05 0.11
O 2.54497 0.88647 1.54183 -0.05 0.25 -0.52
C 2.12901 0.57859 2.84672 -0.10 -0.06 0.26
H 2.94206 0.00116 3.28383 -0.08 0.03 0.02
H 1.96589 1.48216 3.44427 -0.01 -0.03 -0.03
H 1.21835 -0.02987 2.84618 0.01 0.03 -0.01
O 3.38046 1.28611 -0.87256 -0.27 -0.01 0.34
C 3.89351 1.48372 -2.16455 0.07 0.04 -0.23
H 3.24595 1.04137 -2.93021 0.02 0.03 0.03
H 4.03816 2.54685 -2.38546 -0.02 -0.04 0.00
H 4.85984 0.98134 -2.17740 -0.06 0.05 -0.05
H 1.69996 2.73384 -2.45780 0.09 -0.01 -0.09
H -0.45642 3.60406 -1.74825 -0.09 0.07 -0.10
H -1.84614 3.07232 1.71850 -0.03 0.04 0.02
H -1.71404 4.41358 0.57397 -0.01 0.04 0.09
H -4.27218 -1.29325 0.90995 0.08 0.11 -0.09
H -2.54489 -2.62184 0.47696 -0.02 0.22 -0.01
C -1.19847 -1.07251 1.16436 -0.09 -0.21 -0.20
C 0.06036 -1.86754 0.96337 0.04 0.10 0.12
C 0.31314 -3.00428 1.71988 0.00 0.02 -0.01
C 1.46761 -3.74042 1.51925 -0.01 -0.10 0.07
C 2.38306 -3.34757 0.55834 0.09 -0.05 -0.05
C 2.13687 -2.21863 -0.20442 0.06 -0.04 -0.06
C 0.98086 -1.48643 -0.00611 0.00 0.00 0.04
H 0.79507 -0.60358 -0.59996 -0.02 0.12 -0.05
H 2.85167 -1.89818 -0.94733 0.08 0.05 -0.06
H 3.28770 -3.91765 0.40713 0.08 -0.04 -0.01
H 1.65424 -4.62006 2.11787 0.02 -0.07 0.05
H -0.39574 -3.31026 2.47674 -0.08 -0.02 0.09
H -1.55305 -1.16255 2.19374 -0.02 0.05 -0.03
H -1.01042 -0.01987 0.94836 -0.04 -0.09 0.08
```
Positions in Å, forces in eV/Å.

Output
* Kohn-Sham gap: 0.3182 Eh
* charge: 0
* spin multiplicity: 1
* SMILES: COC(=O)[C@@H](Cc1ccccc1)NC(=O)NCCc1ccc(OC)c(OC)c1
* ΔE to the lowest compared entry with this formula, charge and spin: 171.3 kJ/mol
* HOMO level: -7.98 eV
* maximum force: 0.6 eV Å⁻¹

Results of the Mulliken charge analysis, in e, for atoms 1 through 8: C -0.685; H 0.315; H 0.250; H 0.273; O -0.339; C 0.493; O -0.694; C -0.161

***

Record 3
An isolated molecule of C21H26N2O5S, computed with wB97M-V/def2-TZVPD.

XYZ file:
```
55
Properties=species:S:1:pos:R:3:forces:R:3
C -3.29380 2.63492 -0.12421 0.39 -0.01 -0.05
C -2.06427 2.52542 -1.01241 -0.57 -0.22 -0.21
H -2.03508 1.54993 -1.50753 0.05 0.19 0.02
H -2.04404 3.32323 -1.75740 0.03 -0.12 0.07
O -0.84580 2.69705 -0.27320 0.08 0.41 0.05
C -0.41384 1.65305 0.41478 0.35 -0.38 0.11
O -1.02155 0.61588 0.52340 -0.14 0.18 -0.12
C 0.94673 1.87684 1.07593 0.15 0.08 0.10
C 1.73487 0.55755 0.93691 -0.34 0.01 0.19
N 2.10593 0.31417 -0.43651 0.26 0.34 0.10
C 1.59990 -0.61288 -1.27208 -0.14 -0.46 0.07
O 1.93593 -0.69646 -2.43832 0.02 -0.02 -0.21
C 0.58059 -1.60871 -0.70112 -0.09 0.03 -0.11
N -0.00195 -2.30962 -1.82547 0.21 0.33 0.73
C 0.40469 -3.57181 -2.16577 -0.16 -0.17 -0.22
O 1.11879 -4.26030 -1.48486 0.16 -0.10 0.03
C -0.18993 -3.99029 -3.49062 -0.17 0.00 -0.35
H -0.80258 -4.88438 -3.37332 0.11 0.04 0.11
H 0.60675 -4.20217 -4.20467 0.02 -0.01 0.16
S -1.19970 -2.61381 -4.08935 -0.07 -0.01 -0.17
C -0.79186 -1.59558 -2.69914 -0.19 -0.58 -0.46
O -1.18320 -0.47759 -2.53652 -0.01 0.35 0.13
H -0.21539 -1.09367 -0.15935 0.24 -0.16 -0.02
H 1.07332 -2.35363 -0.07156 -0.05 0.11 -0.02
C 2.95438 1.35431 -0.98853 0.06 0.17 -0.45
C 2.18845 2.67316 -0.99164 0.21 -0.06 0.20
C 1.74122 3.01848 0.42629 -0.15 -0.06 -0.24
H 2.62470 3.21152 1.04132 0.01 0.01 0.08
H 1.13483 3.92447 0.41244 0.04 0.01 0.12
H 2.82296 3.46831 -1.38476 -0.01 0.03 -0.05
H 1.31957 2.57619 -1.64369 0.02 0.01 -0.08
H 3.85747 1.43484 -0.37388 0.00 -0.01 -0.01
H 3.23152 1.05777 -2.00053 0.04 0.03 0.18
H 2.65885 0.63608 1.52170 -0.10 -0.01 0.06
H 1.13481 -0.26259 1.32556 0.07 -0.01 0.04
C 0.72354 2.22643 2.57202 -0.12 -0.15 -0.11
C -0.24361 1.32765 3.29551 -0.04 0.10 0.22
C -1.59936 1.62124 3.18513 0.00 -0.04 0.15
C -2.56402 0.83365 3.78013 -0.06 0.05 -0.03
C -2.17593 -0.26891 4.52004 -0.05 -0.04 0.02
C -0.83151 -0.54457 4.67453 -0.04 -0.05 -0.02
C 0.15092 0.24021 4.07887 -0.06 0.02 0.03
C 1.58950 -0.10848 4.33547 -0.03 0.03 -0.05
H 1.66228 -0.75489 5.20695 0.05 -0.03 0.03
H 2.02517 -0.63955 3.49093 0.13 -0.03 -0.04
H 2.18766 0.78064 4.52401 0.12 0.01 0.01
H -0.52992 -1.39106 5.27540 0.04 -0.07 0.07
H -2.91561 -0.90160 4.98756 -0.06 -0.05 0.05
H -3.60975 1.07924 3.66978 -0.09 0.03 -0.01
H -1.89887 2.49238 2.61971 -0.05 0.10 -0.09
H 1.69853 2.22208 3.06112 0.04 0.08 -0.05
H 0.33690 3.24821 2.60877 0.08 0.02 0.02
H -4.18579 2.57647 -0.74108 -0.12 0.01 -0.06
H -3.29551 3.58319 0.40985 -0.05 0.09 0.04
H -3.30935 1.81805 0.59282 -0.05 -0.04 0.04
```
Positions in Å, forces in eV/Å.

Output
* Kohn-Sham gap: 0.3568 Eh
* charge: 0
* spin multiplicity: 1
* SMILES: CCOC(=O)[C@]1(Cc2ccccc2C)CCCN(C(=O)CN2C(=O)CSC2=O)C1
* ΔE to the lowest compared entry with this formula, charge and spin: 0.0 kJ/mol
* HOMO level: -9.04 eV
* maximum force: 0.8 eV Å⁻¹

Results of the Mulliken charge analysis, in e, for atoms 1 through 8: C -1.145; C 0.065; H 0.138; H 0.421; O -0.376; C -0.341; O -0.661; C 3.328